Record 1
DFT (ωB97M-V/def2-TZVPD) results for a single C3H4O molecule.

Values from the calculation:
* LUMO energy: 0.81 eV
* orbital gap: 0.357 hartree
* energy above the lowest of the compared OMol25 structures with the same formula, charge and spin: 23.5 kcal/mol
* structure (SMILES): C=C=CO
* energy: -5221.117 eV

```
! wB97M-V def2-TZVPD RIJCOSX def2/J DEFGRID3
* xyz 0 1
C 1.41 -0.61 -0.20
C 0.21 -0.23 0.15
C -1.05 0.05 0.34
O -1.68 1.21 -0.02
H 1.54 -1.19 -1.10
H 2.31 -0.38 0.39
H -1.72 -0.64 0.84
H -1.02 1.80 -0.39
*
```

---

Record 2
DFT (ωB97M-V/def2-TZVPD) results for a molecular structure, C3H4O.

Values from the calculation:
* LUMO energy: 0.98 eV
* orbital gap: 0.406 hartree
* energy above the lowest of the compared OMol25 structures with the same formula, charge and spin: 81.0 kcal/mol
* energy: -5218.623 eV

```
! wB97M-V def2-TZVPD RIJCOSX def2/J DEFGRID3
* xyz 0 1
O -0.89 1.22 -0.21
C -0.53 -0.10 -0.02
C 0.89 -0.36 -0.85
C 1.32 -0.51 0.32
H -0.64 1.44 -1.12
H -0.62 -0.28 1.06
H -1.19 -0.83 -0.51
H 1.67 -0.56 1.33
*
```

---

Record 3
DFT (ωB97M-V/def2-TZVPD) results for a single C3H4O2 molecule at a distorted geometry.

Values from the calculation:
* LUMO energy: 1.03 eV
* orbital gap: 0.421 hartree
* energy above the lowest of the compared OMol25 structures with the same formula, charge and spin: 76.5 kcal/mol
* structure (SMILES): C1OC12CO2
* energy: -7267.369 eV

```
! wB97M-V def2-TZVPD RIJCOSX def2/J DEFGRID3
* xyz 0 1
C -0.12 1.35 0.00
O -1.28 0.58 -0.67
C -0.29 -0.05 0.02
C 0.39 -1.30 -0.12
O -0.20 -0.85 1.14
H -0.56 1.89 0.84
H 0.76 1.82 -0.46
H 1.47 -1.29 -0.24
H -0.16 -2.14 -0.52
*
```

---

Record 4
DFT (ωB97M-V/def2-TZVPD) results for 2 unconnected molecules or ions with the total composition C3H4O2.

Values from the calculation:
* LUMO energy: 0.45 eV
* orbital gap: 0.381 hartree
* energy above the lowest of the compared OMol25 structures with the same formula, charge and spin: 107.8 kcal/mol
* energy: -7266.012 eV

```
! wB97M-V def2-TZVPD RIJCOSX def2/J DEFGRID3
* xyz 0 1
O -0.69 -0.16 2.02
C 0.17 -0.32 1.09
C -1.00 0.50 0.71
O 0.18 0.23 -1.63
C 1.09 -0.43 -1.18
H -0.97 1.59 0.76
H -1.86 0.10 0.18
H 1.05 -1.54 -1.14
H 2.03 0.02 -0.83
*
```

---

Record 5
DFT (ωB97M-V/def2-TZVPD) results for a single C3H4O2 molecule at a distorted geometry.

Values from the calculation:
* LUMO energy: -0.62 eV
* orbital gap: 0.343 hartree
* energy above the lowest of the compared OMol25 structures with the same formula, charge and spin: 33.2 kcal/mol
* structure (SMILES): CC(=O)C=O
* energy: -7269.244 eV

```
! wB97M-V def2-TZVPD RIJCOSX def2/J DEFGRID3
* xyz 0 1
C 0.76 1.29 0.04
C 0.50 -0.18 -0.03
O 1.41 -0.99 -0.05
C -0.94 -0.63 0.06
O -1.80 0.22 -0.08
H -0.16 1.91 -0.54
H 1.85 1.46 -0.41
H 0.66 1.58 1.17
H -1.15 -1.71 0.37
*
```

---

Record 6
DFT (ωB97M-V/def2-TZVPD) results for a single C3H4O2 molecule at a distorted geometry.

Values from the calculation:
* LUMO energy: 0.78 eV
* orbital gap: 0.374 hartree
* energy above the lowest of the compared OMol25 structures with the same formula, charge and spin: 70.0 kcal/mol
* energy: -7267.652 eV

```
! wB97M-V def2-TZVPD RIJCOSX def2/J DEFGRID3
* xyz 0 1
C 1.14 -0.68 0.01
C 0.19 0.25 -0.13
C -2.18 -0.64 -0.14
O -1.18 0.30 0.00
O -3.30 -0.05 0.05
H 2.16 -0.40 -0.11
H 0.50 1.27 -0.33
H 0.92 -1.72 0.22
H -3.24 0.92 0.24
*
```

---

Record 7
DFT (ωB97M-V/def2-TZVPD) results for a molecular structure, C3H4O2 at a distorted geometry.

Values from the calculation:
* LUMO energy: 0.79 eV
* orbital gap: 0.297 hartree
* energy above the lowest of the compared OMol25 structures with the same formula, charge and spin: 79.4 kcal/mol
* energy: -7267.243 eV

```
! wB97M-V def2-TZVPD RIJCOSX def2/J DEFGRID3
* xyz 0 1
C -1.23 0.14 -0.06
C -0.08 0.94 -0.34
C 0.57 -0.21 0.44
O -2.26 -0.43 0.07
O 1.22 -1.20 -0.28
H 0.20 1.01 -1.39
H -0.06 1.92 0.14
H 0.78 -0.10 1.49
H 0.86 -2.07 -0.07
*
```

---

Record 8
DFT (ωB97M-V/def2-TZVPD) results for a single C3H4O2 molecule at a distorted geometry.

Values from the calculation:
* LUMO energy: 0.82 eV
* orbital gap: 0.385 hartree
* energy above the lowest of the compared OMol25 structures with the same formula, charge and spin: 80.1 kcal/mol
* energy: -7267.212 eV

```
! wB97M-V def2-TZVPD RIJCOSX def2/J DEFGRID3
* xyz 0 1
C 1.13 -0.29 0.41
C 0.22 -0.98 -0.14
C -1.50 0.33 0.35
O -1.14 -0.88 -0.01
O -2.73 0.54 -0.20
H 2.05 -0.67 0.33
H 0.95 0.59 0.99
H 0.30 -1.89 -0.78
H -3.19 -0.22 -0.72
*
```

---

Record 9
DFT (ωB97M-V/def2-TZVPD) results for 2 unconnected molecules or ions with the total composition C3H4O2.

Values from the calculation:
* LUMO energy: -0.85 eV
* orbital gap: 0.306 hartree
* energy above the lowest of the compared OMol25 structures with the same formula, charge and spin: 117.0 kcal/mol
* energy: -7265.614 eV

```
! wB97M-V def2-TZVPD RIJCOSX def2/J DEFGRID3
* xyz 0 1
O 0.36 -0.96 -1.78
C -0.07 -0.62 -0.72
C -1.00 0.50 -0.23
O -0.75 -0.06 1.10
C 0.04 -1.08 0.80
H -2.06 0.43 -0.49
H -0.64 1.53 -0.31
H 2.31 0.40 0.71
H 2.08 -0.19 1.10
*
```

---

Record 10
DFT (ωB97M-V/def2-TZVPD) results for a single C3H4O2 molecule at a distorted geometry.

Values from the calculation:
* LUMO energy: 0.37 eV
* orbital gap: 0.349 hartree
* energy above the lowest of the compared OMol25 structures with the same formula, charge and spin: 194.3 kcal/mol
* energy: -7262.258 eV

```
! wB97M-V def2-TZVPD RIJCOSX def2/J DEFGRID3
* xyz 0 1
C -0.96 1.34 0.38
C 0.00 0.28 0.99
C 0.69 -0.82 1.30
O -1.08 0.86 1.72
O -0.43 1.36 3.03
H -0.35 2.20 0.29
H -1.98 1.13 -0.02
H 0.63 -1.44 2.29
H 1.54 -1.06 0.66
*
```

---

Record 11
DFT (ωB97M-V/def2-TZVPD) results for a single C3H4O2 molecule at a distorted geometry.

Values from the calculation:
* LUMO energy: 0.94 eV
* orbital gap: 0.398 hartree
* energy above the lowest of the compared OMol25 structures with the same formula, charge and spin: 73.6 kcal/mol
* structure (SMILES): O=C[C@H]1CO1
* energy: -7267.496 eV

```
! wB97M-V def2-TZVPD RIJCOSX def2/J DEFGRID3
* xyz 0 1
O 0.08 1.77 1.05
C 0.23 0.63 0.79
C -0.23 0.02 -0.52
C 0.62 -1.00 -0.88
O -0.78 -1.19 -0.37
H 0.76 -0.24 1.50
H -0.65 0.74 -1.08
H 0.32 -1.39 -1.84
H 1.47 -1.57 -0.40
*
```

---

Record 12
DFT (ωB97M-V/def2-TZVPD) results for a single C3H4O2 molecule at a distorted geometry.

Values from the calculation:
* LUMO energy (spin up / spin down): 0.86 / -3.36 eV
* <S²>: 2.01
* orbital gap (spin up / spin down): 0.343 / 0.284 hartree
* energy above the lowest of the compared OMol25 structures with the same formula, charge and spin: 7.7 kcal/mol
* energy: -7265.912 eV

```
! wB97M-V def2-TZVPD RIJCOSX def2/J DEFGRID3
* xyz 0 3
C -2.31 -0.83 -0.15
C -1.00 -0.06 -0.49
C 0.30 -0.06 0.24
O -2.87 -1.62 -0.80
O -2.53 -0.14 0.88
H -1.17 0.88 -0.89
H 1.02 -0.47 -0.44
H 0.55 -0.74 1.02
H 0.55 1.00 0.51
*
```

---

Record 13
DFT (ωB97M-V/def2-TZVPD) results for a single C3H4O2S molecule at a distorted geometry.

Values from the calculation:
* LUMO energy: -1.24 eV
* orbital gap: 0.294 hartree
* energy above the lowest of the compared OMol25 structures with the same formula, charge and spin: 28.6 kcal/mol
* structure (SMILES): COC(=O)C=S
* energy: -18104.827 eV

```
! wB97M-V def2-TZVPD RIJCOSX def2/J DEFGRID3
* xyz 0 1
C -1.66 0.01 0.26
O -0.42 -0.48 -0.18
C 0.58 0.36 -0.26
O 0.56 1.58 -0.21
C 1.84 -0.46 -0.35
S 3.28 0.15 0.16
H -2.00 0.91 -0.27
H -1.63 0.25 1.32
H -2.30 -0.82 0.08
H 1.74 -1.50 -0.55
*
```

---

Record 14
DFT (ωB97M-V/def2-TZVPD) results for a single C3H4O2S molecule at a distorted geometry.

Values from the calculation:
* LUMO energy: 0.17 eV
* orbital gap: 0.379 hartree
* energy above the lowest of the compared OMol25 structures with the same formula, charge and spin: 105.3 kcal/mol
* structure (SMILES): CC#C[SH](=O)=O
* energy: -18101.499 eV

```
! wB97M-V def2-TZVPD RIJCOSX def2/J DEFGRID3
* xyz 0 1
C -0.77 0.41 0.46
C 0.15 -0.44 -0.12
C 1.00 -1.33 -0.63
S 2.06 -2.12 -1.72
O 1.39 -2.78 -2.73
O 3.04 -2.87 -0.95
H -0.56 1.49 0.81
H -1.53 0.42 -0.31
H -1.23 -0.12 1.28
H 2.59 -0.93 -2.13
*
```

---

Record 15
DFT (ωB97M-V/def2-TZVPD) results for a molecular structure, C3H4O2S at a distorted geometry.

Values from the calculation:
* LUMO energy: -0.63 eV
* orbital gap: 0.339 hartree
* energy above the lowest of the compared OMol25 structures with the same formula, charge and spin: 115.8 kcal/mol
* energy: -18101.044 eV

```
! wB97M-V def2-TZVPD RIJCOSX def2/J DEFGRID3
* xyz 0 1
C -1.28 0.39 -0.19
C 0.55 0.94 0.24
C -1.55 -0.82 0.21
O 1.74 -1.47 -0.06
O 3.01 0.63 -0.03
S 1.76 -0.05 -0.15
H -1.84 1.10 -0.72
H 0.88 2.03 0.15
H -0.79 -1.41 0.58
H -2.49 -1.33 -0.03
*
```

---

Record 16
DFT (ωB97M-V/def2-TZVPD) results for a single C3H4O2S molecule at a distorted geometry.

Values from the calculation:
* LUMO energy: -1.40 eV
* orbital gap: 0.292 hartree
* energy above the lowest of the compared OMol25 structures with the same formula, charge and spin: 20.6 kcal/mol
* structure (SMILES): CC(=O)C(O)=S
* energy: -18105.173 eV

```
! wB97M-V def2-TZVPD RIJCOSX def2/J DEFGRID3
* xyz 0 1
C -0.23 0.47 1.31
C 0.21 -0.32 0.12
O 0.93 -1.36 0.18
C -0.18 0.10 -1.27
O 0.29 -0.83 -2.13
S -0.93 1.58 -1.49
H 0.02 1.54 1.11
H -1.31 0.28 1.53
H 0.45 0.05 2.12
H 0.76 -1.51 -1.50
*
```

---

Record 17
DFT (ωB97M-V/def2-TZVPD) results for 2 unconnected molecules or ions with the total composition C3H4O2S at a distorted geometry.

Values from the calculation:
* LUMO energy (spin up / spin down): 0.32 / -2.89 eV
* <S²>: 2.03
* orbital gap (spin up / spin down): 0.395 / 0.280 hartree
* energy above the lowest of the compared OMol25 structures with the same formula, charge and spin: 108.8 kcal/mol
* energy: -18097.671 eV

```
! wB97M-V def2-TZVPD RIJCOSX def2/J DEFGRID3
* xyz 0 3
C 1.09 0.89 -0.53
C 0.50 0.19 -1.27
C -0.24 -0.31 -2.40
O 1.33 0.36 3.05
O -0.74 -0.43 4.08
S -0.07 0.55 3.22
H -0.57 -0.09 1.87
H -1.06 0.34 -2.47
H -0.61 -1.25 -2.32
H 0.38 -0.26 -3.23
*
```

---

Record 18
DFT (ωB97M-V/def2-TZVPD) results for a single C3H4O2S2 molecule at a distorted geometry.

Values from the calculation:
* LUMO energy: -1.40 eV
* orbital gap: 0.284 hartree
* energy above the lowest of the compared OMol25 structures with the same formula, charge and spin: 6.7 kcal/mol
* structure (SMILES): O=C(O)C(=S)CS
* energy: -28940.764 eV

```
! wB97M-V def2-TZVPD RIJCOSX def2/J DEFGRID3
* xyz 0 1
O 0.30 -1.67 0.05
C 0.92 -0.65 -0.18
O 2.19 -0.65 -0.58
C 0.34 0.72 0.12
S 1.10 2.06 -0.38
C -1.03 0.70 0.66
S -2.16 0.26 -0.70
H 2.41 -1.57 -0.70
H -1.31 1.70 1.01
H -1.10 0.06 1.57
H -1.66 -0.98 -0.86
*
```

---

Record 19
DFT (ωB97M-V/def2-TZVPD) results for a molecular structure, C3H4O2Zn at a distorted geometry.

Values from the calculation:
* LUMO energy: -1.20 eV
* orbital gap: 0.269 hartree
* energy above the lowest of the compared OMol25 structures with the same formula, charge and spin: 0.0 kcal/mol
* energy: -55684.488 eV

```
! wB97M-V def2-TZVPD RIJCOSX def2/J DEFGRID3
* xyz 0 1
C 0.41 -0.32 2.14
O -0.06 -1.10 1.10
C 0.19 1.13 -2.88
C -0.61 0.26 -2.57
O -1.16 -0.54 -1.75
Zn -1.16 -1.23 -0.18
H 1.03 -0.91 2.84
H 1.05 0.49 1.74
H -0.37 0.18 2.75
H 0.68 2.05 -3.17
*
```

---

Record 20
DFT (ωB97M-V/def2-TZVPD) results for a molecular structure, C3H4O2Zn at a distorted geometry.

Values from the calculation:
* LUMO energy (spin up / spin down): -4.38 / -6.96 eV
* <S²>: 0.75
* orbital gap (spin up / spin down): 0.345 / 0.315 hartree
* energy above the lowest of the compared OMol25 structures with the same formula, charge and spin: 0.0 kcal/mol
* energy: -55677.780 eV

```
! wB97M-V def2-TZVPD RIJCOSX def2/J DEFGRID3
* xyz 1 2
H 1.07 0.49 -1.11
O 0.59 0.56 0.85
O -0.49 -1.26 0.69
C 0.02 0.66 -0.50
C -0.95 -0.50 -0.48
C 0.42 -0.65 1.37
H -0.40 1.66 -0.60
H -1.99 -0.22 -0.30
H -0.87 -1.17 -1.35
Zn 2.59 0.43 1.43
*
```